# C31H80N14O9

A cluster of 9 separate species, C31H80N14O9 in total in a non-equilibrium geometry (ωB97M-V with the def2-TZVPD basis set, the Open Molecules 2025 dataset).

The geometry in XYZ format:
```
134
Properties=species:S:1:pos:R:3:lowdin_charge:R:1
C -0.513 1.322 8.445 -0.08
C -0.692 1.579 6.967 -0.48
C 0.707 1.488 6.444 -0.21
C 0.899 1.385 5.010 -0.20
C -0.129 0.400 4.347 -0.09
C -1.614 0.358 4.944 -0.42
N -1.532 0.439 6.426 -0.08
O -2.813 0.366 7.041 -0.03
C -2.417 1.522 4.340 -0.03
C -2.100 -1.102 4.573 -0.03
C -1.219 3.058 6.865 -0.02
H -1.384 1.176 9.083 0.08
H 0.085 2.066 8.972 0.08
H 0.014 0.376 8.570 0.08
H 1.434 2.178 6.871 0.13
H 1.069 0.491 6.699 0.12
H 1.865 0.943 4.763 0.11
H 0.790 2.367 4.549 0.11
H 0.233 -0.628 4.307 0.08
H -0.146 0.952 3.407 0.09
H -3.280 1.681 4.985 0.08
H -1.955 2.509 4.310 0.07
H -2.741 1.306 3.322 0.06
H -2.052 -1.453 3.542 0.06
H -1.583 -1.880 5.135 0.07
H -3.073 -1.384 4.973 0.06
H -0.966 3.635 5.976 0.07
H -1.089 3.727 7.716 0.07
H -2.287 2.847 6.920 0.07
H -2.685 -0.393 7.615 0.10
C 1.315 3.394 -3.488 -0.04
C 0.941 3.494 -4.993 -0.45
C 1.323 2.113 -5.458 -0.17
C 0.750 1.821 -6.809 -0.16
C -0.826 1.949 -6.919 -0.10
C -1.238 3.362 -6.454 -0.50
N -0.540 3.712 -5.180 -0.10
O -1.002 4.906 -4.573 -0.01
C -0.929 4.286 -7.698 -0.02
C -2.713 3.270 -6.233 -0.05
C 1.861 4.654 -5.635 0.01
H 1.039 4.342 -3.027 0.09
H 2.370 3.155 -3.352 0.09
H 0.741 2.599 -3.013 0.05
H 2.407 2.044 -5.550 0.14
H 1.050 1.327 -4.754 0.10
H 1.011 0.909 -7.344 0.11
H 1.266 2.529 -7.458 0.09
H -1.442 1.150 -6.507 0.11
H -0.883 1.876 -8.005 0.11
H 0.121 4.302 -7.991 0.07
H -1.700 4.311 -8.467 0.08
H -1.170 5.318 -7.441 0.07
H -2.785 2.456 -5.512 0.07
H -3.139 4.101 -5.671 0.08
H -3.410 3.221 -7.069 0.10
H 2.712 4.720 -4.957 0.08
H 1.367 5.622 -5.545 0.07
H 2.152 4.498 -6.674 0.07
H -0.662 5.591 -5.153 0.08
C -2.407 1.613 -2.322 -0.72
O -2.875 0.851 -1.500 0.05
N -1.467 1.380 -3.284 0.16
N -2.727 2.811 -2.582 0.18
H -1.165 0.476 -3.616 0.11
H -1.047 2.067 -3.894 0.04
H -2.209 3.360 -3.253 0.09
H -3.477 3.306 -2.119 0.12
C 2.669 1.550 1.362 -0.88
O 3.409 2.414 1.609 0.08
N 1.458 1.663 0.920 0.18
N 2.956 0.345 1.170 0.17
H 1.063 2.592 0.887 0.12
H 0.945 0.814 0.730 0.06
H 2.337 -0.036 0.468 0.06
H 3.914 0.041 1.271 0.13
C -4.100 3.148 1.551 -0.79
O -4.487 3.858 2.420 0.07
N -3.229 3.355 0.600 0.15
N -4.329 1.844 1.421 0.14
H -2.952 4.318 0.477 0.11
H -2.904 2.666 -0.063 0.06
H -4.050 1.264 0.641 0.08
H -4.820 1.413 2.191 0.11
C 1.744 -3.830 -4.317 -0.83
O 1.206 -2.905 -4.829 0.06
N 1.874 -4.071 -3.050 0.19
N 2.202 -4.873 -4.924 0.15
H 2.345 -4.926 -2.792 0.10
H 1.557 -3.465 -2.307 0.11
H 1.924 -4.947 -5.892 0.12
H 2.694 -5.563 -4.374 0.11
C 0.488 -3.970 3.909 -0.84
O 0.007 -3.122 3.157 -0.04
N 1.232 -3.665 4.948 0.13
N 0.163 -5.243 3.890 0.12
H 1.475 -2.694 5.084 0.09
H 1.787 -4.392 5.376 -0.02
H 0.544 -6.001 4.438 -0.03
H -0.568 -5.402 3.212 0.07
C -1.739 -1.917 0.264 -0.07
C -0.314 -1.732 0.135 -0.44
C -0.002 -0.780 -1.058 -0.10
O 1.508 -0.706 -1.163 -0.25
C 1.984 -0.129 -2.301 -0.14
N 0.309 -1.180 1.321 0.06
H -2.216 -2.048 -0.707 0.08
H -2.218 -1.073 0.760 0.08
H -2.018 -2.825 0.800 0.08
H 0.268 -2.652 0.099 0.11
H -0.346 0.249 -0.949 0.10
H -0.539 -1.165 -1.925 0.11
H 2.005 0.959 -2.251 0.07
H 1.484 -0.555 -3.172 0.08
H 2.971 -0.579 -2.402 0.10
H 1.318 -1.153 1.354 0.04
H 0.160 -1.900 2.013 0.01
C 0.259 -5.741 0.500 -0.04
C 1.694 -6.318 0.310 -0.41
C 2.917 -5.529 0.876 -0.26
O 3.304 -4.482 0.032 -0.19
C 3.371 -3.123 0.583 -0.08
N 1.683 -7.605 0.963 0.00
H -0.457 -6.394 0.001 0.08
H 0.134 -4.741 0.084 0.05
H 0.086 -5.629 1.570 0.03
H 1.847 -6.514 -0.752 0.11
H 3.837 -6.096 1.019 0.10
H 2.741 -5.373 1.940 0.08
H 4.348 -2.642 0.623 0.07
H 3.123 -2.946 1.630 0.08
H 2.768 -2.467 -0.045 0.05
H 1.142 -7.682 1.812 0.03
H 2.596 -7.936 1.241 0.04
```

The expectation value of S² is 0.750. Its spin multiplicity is 2. The value obtained for the orbital gap (spin up / spin down) is 1.24 / 7.75 eV. For the HOMO energy (spin up / spin down), the calculation gives 0.0085 / -0.2308 hartree. For the LUMO energy (spin up / spin down), the calculation gives 1.475 / 1.474 eV. As for the total charge: -1.

---

# C31H81N6O7P3

A structure of composition C31H81N6O7P3 in a non-equilibrium geometry (ωB97M-V with the def2-TZVPD basis set, the Open Molecules 2025 dataset).

The geometry in XYZ format:
```
128
Properties=species:S:1:pos:R:3:lowdin_charge:R:1
O 4.188 -5.700 4.370 0.04
C 3.138 -6.208 3.962 -0.60
O 2.144 -5.310 3.473 0.03
N 2.834 -7.643 3.880 -0.45
P 4.092 -8.565 3.028 0.78
P 4.876 -7.473 1.312 0.42
O 5.177 -5.992 1.569 -0.37
O 3.956 -7.651 -0.101 -0.20
O 6.388 -8.203 0.942 -0.21
P 2.735 -8.383 5.530 0.86
O 3.457 -9.961 5.494 -0.36
O 3.684 -7.531 6.649 -0.29
H 2.609 -4.663 2.889 0.13
H 5.203 -8.613 3.961 -0.04
H 3.128 -7.132 -0.052 0.08
H 6.888 -8.064 1.783 0.07
H 2.867 -10.476 4.903 0.04
H 4.620 -7.431 6.350 0.07
C 1.791 -4.105 7.069 -0.09
C 1.472 -2.617 7.133 -0.27
N 2.615 -1.795 7.509 -0.19
C 2.252 -0.426 7.863 -0.25
C 1.654 0.456 6.767 -0.09
C 3.806 -1.932 6.679 -0.24
C 3.667 -1.655 5.182 -0.08
H 2.232 -4.457 8.005 0.08
H 0.873 -4.673 6.897 0.08
H 2.477 -4.340 6.251 0.04
H 0.686 -2.491 7.885 0.12
H 1.040 -2.303 6.174 0.10
H 3.127 0.082 8.285 0.11
H 1.533 -0.471 8.689 0.11
H 2.409 0.779 6.050 0.05
H 1.235 1.361 7.214 0.07
H 0.846 -0.042 6.226 0.07
H 4.190 -2.951 6.799 0.10
H 4.604 -1.298 7.081 0.12
H 2.786 -2.133 4.749 0.06
H 4.539 -2.052 4.654 0.07
H 3.625 -0.587 4.968 0.04
C 2.125 1.781 2.090 -0.08
C 3.164 2.628 1.366 -0.27
N 4.243 3.087 2.230 -0.19
C 5.065 4.131 1.626 -0.25
C 5.875 3.766 0.382 -0.09
C 4.974 2.051 2.950 -0.25
C 5.646 0.952 2.127 -0.08
H 1.727 2.304 2.964 0.08
H 1.287 1.566 1.420 0.06
H 2.535 0.821 2.416 0.06
H 2.640 3.501 0.963 0.12
H 3.543 2.065 0.502 0.10
H 5.746 4.537 2.383 0.11
H 4.408 4.969 1.366 0.11
H 6.738 3.147 0.629 0.05
H 6.262 4.677 -0.082 0.07
H 5.274 3.250 -0.369 0.07
H 4.285 1.573 3.654 0.09
H 5.729 2.518 3.593 0.12
H 4.991 0.552 1.350 0.07
H 5.912 0.117 2.781 0.07
H 6.568 1.298 1.661 0.05
C -3.839 -0.622 -2.099 -0.09
C -2.836 -1.302 -1.176 -0.27
N -1.536 -0.644 -1.141 -0.19
C -0.498 -1.453 -0.506 -0.25
C -0.662 -1.776 0.978 -0.09
C -1.535 0.770 -0.780 -0.25
C -2.146 1.161 0.565 -0.08
H -3.435 -0.509 -3.109 0.07
H -4.748 -1.226 -2.169 0.07
H -4.133 0.364 -1.730 0.07
H -2.703 -2.323 -1.549 0.12
H -3.277 -1.389 -0.175 0.10
H 0.476 -0.973 -0.657 0.11
H -0.427 -2.401 -1.052 0.11
H -0.455 -0.908 1.605 0.05
H 0.054 -2.551 1.265 0.07
H -1.659 -2.151 1.214 0.07
H -2.063 1.323 -1.565 0.09
H -0.511 1.157 -0.826 0.11
H -3.106 0.674 0.747 0.07
H -2.326 2.240 0.585 0.07
H -1.478 0.934 1.396 0.05
C -8.460 2.098 -4.945 -0.09
C -7.097 1.418 -4.968 -0.27
N -7.021 0.294 -5.892 -0.19
C -5.835 -0.534 -5.698 -0.25
C -4.474 0.107 -5.963 -0.09
C -7.367 0.575 -7.280 -0.25
C -6.573 1.660 -8.007 -0.09
H -9.257 1.377 -4.744 0.08
H -8.484 2.852 -4.154 0.07
H -8.680 2.607 -5.886 0.06
H -6.907 1.053 -3.953 0.12
H -6.326 2.171 -5.179 0.09
H -5.922 -1.441 -6.307 0.11
H -5.842 -0.895 -4.662 0.10
H -4.287 0.229 -7.030 0.06
H -3.683 -0.541 -5.576 0.06
H -4.367 1.077 -5.473 0.06
H -8.427 0.848 -7.319 0.10
H -7.311 -0.352 -7.862 0.11
H -6.453 2.563 -7.405 0.06
H -7.103 1.951 -8.919 0.07
H -5.587 1.310 -8.311 0.05
C -4.076 4.409 -4.456 -0.09
C -2.912 5.258 -4.951 -0.27
N -1.850 5.423 -3.967 -0.19
C -0.893 6.467 -4.321 -0.25
C -0.047 6.258 -5.576 -0.09
C -1.268 4.198 -3.430 -0.25
C -0.655 3.208 -4.421 -0.08
H -4.476 4.795 -3.515 0.08
H -4.884 4.421 -5.193 0.07
H -3.786 3.365 -4.308 0.05
H -3.320 6.244 -5.196 0.12
H -2.536 4.833 -5.890 0.10
H -0.225 6.648 -3.472 0.11
H -1.448 7.405 -4.441 0.11
H 0.734 5.514 -5.418 0.05
H 0.456 7.193 -5.838 0.07
H -0.647 5.961 -6.438 0.07
H -2.043 3.672 -2.862 0.09
H -0.514 4.453 -2.678 0.12
H -1.296 3.033 -5.287 0.07
H -0.511 2.241 -3.929 0.07
H 0.324 3.535 -4.772 0.05
```

The value obtained for the orbital gap is 7.64 eV. For the HOMO energy, the calculation gives -0.2926 hartree. For the LUMO energy, the calculation gives -0.319 eV. As for the total charge: 0.

---

# C31H82BBrCl2FN2O13P2

A cluster of 10 separate species, C31H82BBrCl2FN2O13P2 in total in a non-equilibrium geometry (ωB97M-V with the def2-TZVPD basis set, the Open Molecules 2025 dataset).

The geometry in XYZ format:
```
135
Properties=species:S:1:pos:R:3:lowdin_charge:R:1
C -2.383 2.034 -3.534 -0.10
C -2.456 0.611 -2.947 -0.23
C -1.113 0.139 -2.357 -0.19
C -1.185 -0.153 -0.842 -0.19
C -0.119 -1.196 -0.457 -0.15
C 0.752 -1.061 0.801 -0.08
C 0.227 -0.882 2.236 -0.33
C -0.338 -2.219 2.760 -0.03
C -1.320 -3.105 2.001 -0.33
C -2.485 -2.524 1.214 -0.03
F -0.552 -3.948 1.189 -0.04
O 1.424 -0.813 3.055 -0.14
C 2.231 0.357 3.212 -0.43
B 3.535 0.234 2.304 -0.74
N 3.956 -1.021 1.688 0.20
O 4.335 1.332 2.140 0.05
P 3.066 0.022 4.965 1.07
C 2.643 -1.691 5.420 -0.39
C 2.671 -1.783 6.968 -0.14
C 4.901 0.103 4.891 -0.40
C 5.740 -1.079 4.374 -0.12
C 1.465 1.687 3.238 -0.67
Cl 0.818 2.096 4.922 0.67
P 2.489 3.283 2.736 0.64
O 1.143 4.197 2.917 -0.35
Cl 3.493 3.642 4.462 0.34
N 0.146 1.648 2.454 -0.04
O 0.114 2.265 1.179 -0.07
C 1.166 2.092 0.204 -0.22
C 1.410 3.457 -0.437 -0.05
C -0.647 0.337 2.512 -0.15
C -1.495 0.325 3.795 -0.22
C -2.931 -0.174 3.669 -0.70
C -3.687 0.148 4.959 -0.13
Br -3.828 0.752 2.210 0.82
H -3.287 2.619 -3.369 0.06
H -1.551 2.593 -3.100 0.06
H -2.209 2.003 -4.611 0.07
H -2.763 -0.055 -3.752 0.08
H -3.261 0.591 -2.207 0.10
H -0.360 0.912 -2.521 0.09
H -0.858 -0.790 -2.863 0.08
H -1.076 0.790 -0.305 0.09
H -2.201 -0.497 -0.641 0.09
H -0.554 -2.193 -0.511 0.08
H 0.605 -1.192 -1.279 0.12
H 1.307 -2.001 0.870 0.10
H 1.532 -0.330 0.602 0.09
H 0.558 -2.839 2.834 0.14
H -0.668 -2.117 3.794 0.12
H -1.753 -3.766 2.756 0.14
H -2.405 -2.857 0.179 0.07
H -2.482 -1.442 1.184 0.01
H -3.435 -2.897 1.588 0.09
H 3.541 -1.220 0.787 0.06
H 3.832 -1.830 2.281 0.08
H 5.212 1.044 1.854 0.13
H 3.318 -2.446 5.016 0.07
H 1.648 -1.921 5.053 0.06
H 1.654 -1.789 7.359 0.07
H 3.157 -0.923 7.431 0.05
H 3.162 -2.696 7.295 0.07
H 5.196 1.037 4.417 0.05
H 5.143 0.252 5.948 0.08
H 5.184 -2.015 4.409 0.05
H 6.639 -1.207 4.972 0.08
H 6.035 -0.937 3.336 0.06
H 1.262 5.042 2.468 0.07
H -0.434 2.302 2.987 0.13
H 0.867 1.359 -0.542 0.10
H 2.093 1.708 0.635 0.08
H 0.598 4.124 -0.147 0.09
H 1.360 3.376 -1.523 0.06
H 2.383 3.856 -0.161 0.07
H -1.352 0.453 1.688 0.08
H -1.572 1.324 4.221 0.09
H -0.993 -0.256 4.572 0.12
H -3.021 -1.247 3.519 0.08
H -3.909 1.213 5.015 0.07
H -3.087 -0.148 5.820 0.09
H -4.634 -0.387 4.978 0.08
C 0.644 -0.523 -5.747 -0.13
O 0.674 0.749 -5.104 -0.14
H -0.370 -0.675 -6.112 0.08
H 1.334 -0.555 -6.593 0.08
H 0.884 -1.331 -5.053 0.07
H 1.567 0.884 -4.775 0.08
C 2.165 -4.038 -0.835 -0.13
O 3.110 -2.974 -0.917 -0.12
H 1.329 -3.770 -1.477 0.06
H 2.581 -4.984 -1.188 0.09
H 1.792 -4.160 0.184 0.07
H 3.862 -3.196 -0.362 0.07
C 0.923 5.110 -4.081 -0.15
O 1.571 3.846 -4.168 -0.14
H 1.285 5.603 -3.180 0.07
H 1.145 5.748 -4.940 0.08
H -0.161 4.984 -4.003 0.07
H 1.226 3.410 -4.957 0.06
C -5.309 0.740 -5.036 -0.14
O -4.669 -0.533 -5.159 -0.14
H -4.941 1.204 -4.127 0.05
H -5.060 1.378 -5.887 0.08
H -6.392 0.620 -4.975 0.08
H -4.990 -0.939 -5.967 0.07
C -2.386 -3.607 -3.148 -0.12
O -1.148 -2.938 -3.368 -0.13
H -3.120 -3.133 -3.796 0.08
H -2.323 -4.668 -3.397 0.08
H -2.721 -3.506 -2.111 0.06
H -0.481 -3.343 -2.809 0.05
C 4.535 2.112 -1.823 -0.13
O 5.143 2.338 -0.555 -0.12
H 5.082 2.705 -2.551 0.09
H 4.592 1.061 -2.120 0.08
H 3.490 2.433 -1.840 0.05
H 4.678 1.825 0.112 0.02
C -5.539 4.464 0.741 -0.16
O -4.355 4.102 0.038 -0.13
H -5.884 5.402 0.314 0.08
H -6.326 3.716 0.621 0.08
H -5.348 4.617 1.807 0.07
H -4.031 3.276 0.399 0.02
C -3.050 -6.268 1.321 -0.18
O -3.460 -7.600 1.063 -0.11
H -3.383 -5.673 0.472 0.08
H -3.514 -5.870 2.231 0.08
H -1.963 -6.180 1.400 0.07
H -3.182 -8.157 1.793 0.08
C -0.180 2.128 -8.795 -0.15
O 0.304 2.225 -7.463 -0.14
H 0.613 2.481 -9.450 0.08
H -0.419 1.094 -9.062 0.08
H -1.066 2.748 -8.956 0.08
H -0.363 1.908 -6.850 0.05
```

The value obtained for the orbital gap is 8.34 eV. For the HOMO energy, the calculation gives -0.3922 hartree. For the LUMO energy, the calculation gives -2.331 eV. As for the total charge: +1.

---

Look up the total charge of the third one. +1

---

Which of these has the lowest total charge? C31H80N14O9

---

Among the records above, which one has the lowest total charge? C31H80N14O9

---

Among the records above, which one has the highest total charge? C31H82BBrCl2FN2O13P2